The following is a quantum chemistry calculation of a gas-phase ion, C3H10NS (charge +1) in a non-equilibrium geometry, from OMol25.

Calculated values
**HOMO level**: -13.5 eV
**Molar mass**: 92.187 g/mol
**HOMO-LUMO gap**: 9.77 eV
**Relative energy (zero: lowest compared OMol25 entry of this formula, charge and spin)**: 16.45 kcal per mole
**SMILES**: C[C@H]([NH3+])CS
**LUMO level**: -3.71 eV
**Electronic energy**: -15591.38823 eV

Structure (ORCA input):
```
! wB97M-V def2-TZVPD RIJCOSX def2/J DEFGRID3
* xyz 1 1
S -0.6835 -2.4536 -0.6168
N -0.4405 -0.0491 1.4540
C 0.2984 -0.9770 -0.7852
C -0.2469 0.2777 -0.0589
C 0.7643 1.4434 -0.2865
H 0.3275 -0.6512 -1.8562
H 1.7768 1.1128 -0.1910
H -1.3634 -0.5649 1.4648
H -0.3321 0.9066 1.9087
H -1.2414 0.4722 -0.4129
H 0.6601 1.8782 -1.3125
H -1.8903 -1.9285 -0.8808
H 1.3440 -1.3145 -0.5405
H 0.5874 2.3871 0.3465
H 0.4395 -0.5392 1.7673
*
```

=====

The following is a quantum chemistry calculation of a gas-phase ion, C5H6NO (charge +1) in a non-equilibrium geometry, from OMol25.

Calculated values
**HOMO level (alpha / beta)**: -14.0 / -16.3 eV
**Molar mass**: 96.109 g/mol
**HOMO-LUMO gap (alpha / beta)**: 7.21 / 8.29 eV
**Relative energy (zero: lowest compared OMol25 entry of this formula, charge and spin)**: 94.84 kcal per mole
**LUMO level (alpha / beta)**: -6.80 / -8.06 eV
**Electronic energy**: -8803.75328 eV

Structure (ORCA input):
```
! wB97M-V def2-TZVPD RIJCOSX def2/J DEFGRID3
* xyz 1 3
O -3.5839 0.3114 -0.0808
N -2.5215 0.0344 -0.4213
C 0.1690 -0.0614 0.1047
C 1.2410 0.7700 0.8168
C -1.2341 -0.3214 0.1404
C 1.0200 0.8553 -0.6344
C -0.3331 -1.5054 0.0453
H 0.7957 1.9401 -0.9057
H -0.3063 -1.9999 -1.0175
H -0.2054 -2.1545 0.8353
H 1.6710 0.4133 -1.4344
H 1.1946 1.6744 1.4110
H 2.0931 0.0436 1.1406
*
```

=====

The following is a quantum chemistry calculation of 2 unconnected molecules or ions with the total composition C6H14P2 in a non-equilibrium geometry, from OMol25.

Calculated values
**HOMO level (alpha / beta)**: -6.5 / -8.4 eV
**Molar mass**: 148.126 g/mol
**HOMO-LUMO gap (alpha / beta)**: 6.81 / 7.52 eV
**Relative energy (zero: lowest compared OMol25 entry of this formula, charge and spin)**: 47.10 kcal per mole
**LUMO level (alpha / beta)**: 0.34 / -0.84 eV
**Electronic energy**: -25019.55635 eV

Structure (ORCA input):
```
! wB97M-V def2-TZVPD RIJCOSX def2/J DEFGRID3
* xyz 0 3
P -1.7612 -0.0841 0.4492
P 1.1183 1.3206 0.6313
C -3.5943 -0.3448 0.8402
C 2.0356 -1.6222 0.8735
C 1.9238 -1.0672 -0.5372
C -1.5603 -0.8784 -0.9381
C 1.2090 0.2350 -0.7214
C 0.0704 2.9997 0.3122
H 1.6968 -1.7655 -1.4024
H -3.8682 -1.4118 0.9870
H -4.1572 -0.0127 -0.0246
H 0.2101 0.8745 1.5191
H 0.6864 3.9090 0.1648
H 2.9383 -0.8130 -0.9019
H -0.4994 2.5955 -0.5397
H 1.1844 -2.3386 0.8560
H -0.5735 3.2339 1.2199
H -0.9449 -1.4159 -1.6764
H 1.4666 0.7171 -1.6357
H 1.9073 -0.7649 1.5111
H 3.0194 -2.1330 1.1474
H -3.9006 0.2843 1.7459
*
```

=====

The following is a quantum chemistry calculation of 2 unconnected molecules or ions with the total composition C3H5NO in a non-equilibrium geometry, from OMol25.

Calculated values
**HOMO level**: -9.1 eV
**Molar mass**: 71.079 g/mol
**HOMO-LUMO gap**: 7.64 eV
**Relative energy (zero: lowest compared OMol25 entry of this formula, charge and spin)**: 104.79 kcal per mole
**LUMO level**: -1.46 eV
**Electronic energy**: -6725.02870 eV

Structure (ORCA input):
```
! wB97M-V def2-TZVPD RIJCOSX def2/J DEFGRID3
* xyz 0 1
O -0.6370 1.6145 -0.3544
N 3.5219 -0.2654 -0.0895
C 2.3985 -0.0483 0.1263
C -0.3978 0.5546 0.3203
C -0.9318 -0.7588 0.0003
H -0.7543 -0.6925 -1.0576
H -0.8833 1.2893 -1.2570
H -0.3278 -1.6301 0.3745
H -1.7880 -0.8890 0.5520
H -0.2004 0.8256 1.3850
*
```